75
Properties=species:S:1:pos:R:3:forces:R:3:lowdin_charge:R:1 method="wB97M-V/def2-TZVPD" relative_energy_kj_mol=251.02 mol_weight_g_mol=839.698 charge=0 homo_lumo_gap_ev=7.9 homo_ev=-8.3 e_tot_ha=-3194.74484
Sr -0.04078 -0.06558 -0.02593 3.6 -0.4 0.6 1.540
Cl -4.63810 2.56640 0.22863 0.2 0.3 0.1 0.799
C -3.10876 3.34528 0.01237 -0.3 0.1 0.2 -0.556
C -3.10868 4.73315 -0.23369 -0.1 -0.1 0.0 -0.108
C -1.93774 5.39090 -0.40930 0.1 0.1 0.0 -0.589
Cl -1.96540 7.10871 -0.69506 0.0 -0.1 0.0 0.700
C -0.69793 4.70185 -0.36349 0.0 0.2 -0.1 -0.159
C 0.54357 5.33902 -0.58556 -0.1 0.0 0.0 -0.020
C 1.68907 4.60776 -0.56129 0.1 -0.1 0.0 -0.040
C 1.59300 3.22783 -0.30191 0.1 0.0 0.0 -0.128
N 0.47136 2.59737 -0.07535 -0.6 0.1 0.0 0.064
C -0.70149 3.31263 -0.11157 0.0 -0.2 0.0 -0.119
C -1.94868 2.62132 0.08881 0.6 -0.6 0.2 -0.329
O -1.91871 1.29603 0.38083 -1.1 1.2 -0.8 -0.425
H -4.04988 5.26259 -0.26968 0.0 0.0 0.0 0.110
H 0.56157 6.39981 -0.79348 0.0 0.0 0.0 0.090
H 2.65512 5.06002 -0.73563 0.0 0.0 0.0 0.107
H 2.49528 2.62368 -0.29450 0.0 0.0 0.0 0.095
C 7.63952 -2.09541 -0.16086 0.0 0.0 0.0 -0.060
C 7.13956 -0.66241 0.03590 -0.1 0.0 0.0 -0.556
C 7.91640 -0.02390 1.19463 0.0 0.0 0.0 -0.051
C 7.39525 0.13538 -1.25181 0.0 0.0 0.0 -0.036
C 5.64112 -0.62101 0.31610 0.1 0.0 0.0 -0.150
C 5.04578 0.50081 0.88944 0.0 0.0 0.0 0.001
C 3.67633 0.52459 1.06987 -0.1 0.0 0.0 -0.122
N 2.86476 -0.47734 0.73238 -0.1 -0.1 0.0 0.086
C 3.42829 -1.57826 0.22633 0.0 -0.1 0.0 -0.194
C 4.79507 -1.67206 -0.01072 0.0 0.0 0.0 0.046
C 2.51854 -2.74087 -0.03073 0.1 0.3 0.1 -0.206
C 2.98667 -4.04669 0.02464 0.0 0.0 0.0 0.045
C 2.10854 -5.10820 -0.16656 0.0 -0.1 0.0 -0.147
C 0.77501 -4.78108 -0.39446 0.0 0.0 0.0 0.012
C 0.38321 -3.45502 -0.43218 0.1 0.0 0.0 -0.084
N 1.24101 -2.44333 -0.25417 -0.3 -0.2 0.0 0.043
C 2.55191 -6.56800 -0.10609 0.0 0.1 0.0 -0.559
C 1.92419 -7.21447 1.13557 0.0 0.0 0.0 -0.039
C 2.06714 -7.29856 -1.36588 0.0 0.0 0.0 -0.043
C 4.07196 -6.70152 -0.02281 0.0 0.0 0.0 -0.066
H 8.72583 -2.08867 -0.25694 0.0 0.0 0.0 0.087
H 7.23762 -2.55019 -1.06797 0.0 0.0 0.0 0.082
H 7.38008 -2.73400 0.68677 0.0 0.0 0.0 0.094
H 8.98276 -0.21910 1.07196 0.0 0.0 0.0 0.086
H 7.60641 -0.43402 2.15795 0.0 0.0 0.0 0.095
H 7.78621 1.05834 1.22770 0.0 0.0 0.0 0.077
H 8.46148 0.13318 -1.48884 0.0 0.0 0.0 0.090
H 7.07128 1.17197 -1.14150 0.0 0.0 0.0 0.086
H 6.85676 -0.29924 -2.09628 0.0 0.0 0.0 0.092
H 5.63079 1.35822 1.19250 0.0 0.0 0.0 0.114
H 3.19743 1.38541 1.52540 0.0 0.0 0.0 0.111
H 5.18697 -2.56892 -0.46650 0.0 0.0 0.0 0.106
H 4.02886 -4.22743 0.24116 0.0 0.0 0.0 0.101
H 0.02418 -5.54752 -0.53481 0.0 0.0 0.0 0.118
H -0.65002 -3.17081 -0.60612 0.0 0.0 0.0 0.095
H 0.83476 -7.17032 1.09819 0.0 0.0 0.0 0.084
H 2.25201 -6.71069 2.04714 0.0 0.0 0.0 0.091
H 2.22042 -8.26376 1.20021 0.0 0.0 0.0 0.089
H 0.97923 -7.34532 -1.41735 0.0 0.0 0.0 0.079
H 2.44572 -8.32253 -1.36611 0.0 0.0 0.0 0.087
H 2.42438 -6.80273 -2.27064 0.0 0.0 0.0 0.095
H 4.47022 -6.27536 0.90069 0.0 0.0 0.0 0.085
H 4.56733 -6.21892 -0.86869 0.0 0.0 0.0 0.091
H 4.34201 -7.75844 -0.03847 0.0 0.0 0.0 0.088
F -0.98338 0.42907 -1.93085 -0.7 0.2 -0.4 -0.634
Te -2.94900 -0.11175 -0.87959 0.0 -1.7 -0.4 1.834
F -4.77579 -0.38422 -1.23714 -0.2 0.0 -0.1 -0.393
F -2.88798 -1.08191 -2.48726 0.0 -0.3 -0.3 -0.399
F -3.22885 1.34564 -1.98675 -0.3 0.7 0.2 -0.359
F -3.79025 -0.24797 0.83432 -0.2 0.4 0.3 -0.439
O -1.87025 -1.42616 -0.16180 -0.8 0.3 -0.3 -0.750
C -1.05845 -0.29914 3.09701 0.1 0.0 0.0 -0.102
O 0.22196 -0.10280 2.44708 -0.2 -0.2 0.6 -0.259
H -0.91361 -0.43867 4.16738 0.0 0.0 0.0 0.085
H -1.59412 -1.14397 2.66259 0.0 0.0 0.0 0.084
H -1.64784 0.59544 2.92244 0.0 0.0 0.0 0.084
H 0.77293 -0.87277 2.63325 0.1 0.1 0.0 0.076

=====

95
Properties=species:S:1:pos:R:3:forces:R:3:lowdin_charge:R:1 method="wB97M-V/def2-TZVPD" relative_energy_kj_mol=236.16 mol_weight_g_mol=1124.954 charge=0 homo_lumo_gap_ev=8.8 homo_ev=-9.8 e_tot_ha=-5052.18073
N -3.75946 0.54310 -1.45982 -1.9 4.9 -4.1 0.161
C -4.18560 1.40028 -2.20090 0.3 -3.8 1.1 -0.214
C -5.03722 2.16956 -3.35525 1.2 -0.1 1.2 -0.634
Cl -5.04945 1.17583 -4.92973 0.4 1.1 1.6 0.602
C -6.54899 2.35313 -2.80843 -1.2 -2.2 -0.4 -1.154
S -6.55835 2.30149 -0.92653 -1.0 -0.5 -0.3 0.669
I -7.51351 4.21779 -3.39009 0.5 -0.6 -0.3 0.840
C -7.40353 1.11116 -3.35675 -1.0 -3.5 0.3 -0.349
N -7.92069 0.03779 -3.57860 2.5 5.9 1.1 0.143
H -4.49810 3.17066 -3.57588 -1.2 -1.7 0.4 0.113
H -7.87438 1.87495 -0.65652 1.3 0.5 -0.8 -0.063
C -1.22706 -1.38618 -4.79694 -0.1 0.4 0.1 -0.057
C -0.22390 -1.39707 -5.93460 -0.1 -0.7 0.5 -0.200
O -0.41630 -0.26264 -6.79785 0.4 1.2 -0.2 0.023
C 0.13140 0.89970 -6.38326 0.1 -1.8 1.0 -0.365
O 0.74712 1.03080 -5.35669 -0.3 0.5 -0.9 0.157
C -0.10476 1.99957 -7.41657 -0.4 1.6 -1.3 -0.507
F -1.37487 2.01516 -7.87660 0.5 -0.3 0.4 0.152
F 0.69186 1.85260 -8.49816 -0.1 -0.3 0.6 0.156
F 0.13685 3.23291 -6.92833 0.0 -0.9 0.2 0.153
H -2.24687 -1.32455 -5.18564 0.1 -0.1 0.0 0.078
H -1.13254 -2.28922 -4.19061 0.0 0.1 -0.1 0.086
H -1.08032 -0.51798 -4.14924 0.1 -0.1 0.0 0.073
H -0.37761 -2.28736 -6.54932 0.0 0.3 -0.2 0.126
H 0.80452 -1.43495 -5.56440 -0.1 0.3 -0.1 0.125
C -3.59788 -0.70193 1.49513 -0.2 0.1 0.3 -0.069
C -3.01604 -2.06278 1.16428 0.0 0.7 -0.6 -0.198
O -3.03124 -2.91526 2.32142 -0.7 -1.0 0.6 0.019
C -4.20525 -3.52747 2.58909 0.2 1.2 -1.7 -0.367
O -5.20600 -3.39557 1.93005 0.6 -0.5 0.9 0.162
C -4.06674 -4.43567 3.80951 0.0 -1.1 1.7 -0.507
F -3.40470 -3.84124 4.82645 -0.2 0.1 -0.7 0.151
F -3.38594 -5.56713 3.51986 -0.2 0.6 -0.3 0.152
F -5.25778 -4.82326 4.30794 0.4 0.4 -0.6 0.153
H -3.07743 -0.26067 2.34954 0.1 -0.1 -0.1 0.083
H -3.51544 -0.02512 0.64168 0.0 -0.3 0.2 0.021
H -4.65276 -0.78123 1.77110 0.1 0.0 -0.1 0.078
H -1.96990 -1.95133 0.86875 -0.1 -0.2 0.3 0.115
H -3.53874 -2.53284 0.32650 -0.1 -0.1 0.3 0.127
C -6.32185 8.06956 1.88977 -0.1 -0.4 0.1 -0.062
C -5.02856 8.17304 1.10459 -0.5 0.6 0.0 -0.205
O -4.15894 7.07217 1.41154 0.3 -1.1 -0.4 0.023
C -4.41471 5.91754 0.75821 -1.1 1.7 -0.3 -0.362
O -5.30767 5.77144 -0.03862 0.9 -0.4 0.6 0.138
C -3.39062 4.85012 1.13960 1.3 -1.6 0.7 -0.506
F -3.16562 4.79918 2.47022 -0.4 0.3 -0.6 0.157
F -2.19149 5.07321 0.55707 -0.6 0.3 0.0 0.155
F -3.77003 3.60992 0.77113 -0.2 0.9 -0.1 0.133
H -6.11554 7.98460 2.95971 0.0 0.1 -0.1 0.085
H -6.94866 8.94694 1.71807 0.1 0.0 0.0 0.084
H -6.88698 7.17918 1.60276 0.0 0.1 -0.1 0.077
H -4.49741 9.08330 1.39330 0.2 -0.3 0.0 0.127
H -5.21296 8.23544 0.02840 0.1 -0.3 0.1 0.126
C 2.39062 2.77670 -1.83364 -0.3 0.0 0.3 -0.058
C 2.97294 1.41449 -2.15714 0.1 0.6 -0.7 -0.200
O 2.95407 0.56744 -0.99905 -0.7 -1.0 0.7 0.022
C 1.77609 -0.04064 -0.73860 0.3 1.3 -1.7 -0.362
O 0.78026 0.09376 -1.40444 0.5 -0.5 1.0 0.162
C 1.90259 -0.94730 0.48163 0.0 -1.1 1.7 -0.498
F 2.56048 -0.35631 1.50465 -0.2 0.1 -0.7 0.147
F 2.58064 -2.08107 0.20071 -0.2 0.6 -0.4 0.144
F 0.70824 -1.33241 0.97491 0.4 0.5 -0.6 0.153
H 2.90862 3.22295 -0.98072 0.1 0.0 -0.1 0.083
H 2.47713 3.44668 -2.69136 0.0 -0.1 0.0 0.084
H 1.33522 2.69928 -1.56017 0.1 0.0 -0.2 0.077
H 4.01971 1.52536 -2.45068 -0.1 -0.2 0.3 0.128
H 2.45217 0.94059 -2.99411 -0.1 0.0 0.3 0.116
C 2.92400 -3.68078 3.11334 0.0 -0.3 0.2 -0.049
C 3.51307 -2.44726 3.77001 -0.2 0.0 -0.9 -0.199
O 3.45810 -2.56085 5.20106 0.7 -0.4 1.1 0.027
C 4.44304 -3.28665 5.77330 -0.1 0.3 -2.0 -0.364
O 5.33181 -3.82668 5.16224 -0.5 0.3 1.0 0.154
C 4.29258 -3.28514 7.29342 -0.2 -0.2 2.1 -0.507
F 3.01980 -3.50426 7.68894 0.4 0.1 -0.6 0.154
F 4.66288 -2.10291 7.83406 0.0 -0.3 -0.6 0.154
F 5.04376 -4.23119 7.89167 -0.2 0.4 -0.8 0.154
H 1.91113 -3.86468 3.48107 0.0 0.1 -0.1 0.089
H 2.89143 -3.56232 2.02931 0.0 0.0 0.1 0.065
H 3.51387 -4.57101 3.34645 0.0 0.1 -0.1 0.079
H 2.91962 -1.57132 3.50050 0.1 -0.1 0.4 0.110
H 4.53640 -2.25912 3.43256 0.0 -0.1 0.2 0.127
C 8.80808 -3.16673 2.53432 0.0 0.4 -0.2 -0.059
C 8.08013 -4.23914 1.74733 0.5 -0.3 0.6 -0.202
O 7.04626 -3.65962 0.93582 -0.3 0.4 -1.2 0.017
C 7.44541 -3.12694 -0.24060 1.4 -0.9 1.2 -0.363
O 8.58689 -3.11182 -0.62732 -1.2 0.3 -0.1 0.165
C 6.24353 -2.59355 -1.01757 -1.5 0.9 -1.0 -0.505
F 5.39985 -1.88106 -0.24030 0.6 -0.3 0.0 0.145
F 5.51123 -3.59114 -1.56140 0.6 0.1 0.4 0.155
F 6.59650 -1.78316 -2.03550 0.3 -0.5 0.7 0.155
H 8.10064 -2.57266 3.11853 0.0 -0.2 0.1 0.080
H 9.53903 -3.61396 3.21088 -0.1 0.0 -0.1 0.085
H 9.33077 -2.47545 1.86828 0.0 -0.2 0.0 0.078
H 7.58850 -4.92878 2.43783 -0.2 0.2 -0.2 0.127
H 8.76868 -4.83048 1.13721 -0.1 0.2 -0.1 0.126

=====

77
Properties=species:S:1:pos:R:3:forces:R:3:lowdin_charge:R:1 method="wB97M-V/def2-TZVPD" relative_energy_kj_mol=137.53 spin_multiplicity=4 mol_weight_g_mol=766.432 charge=-1 homo_lumo_gap_ev="6.1 / 3.9" homo_ev="-3.8 / -3.6" e_tot_ha=-6428.94006
Co 0.30189 1.40775 -0.85089 -0.1 -0.2 0.3 0.429
C 2.09754 4.81923 1.37788 0.1 -0.1 -0.1 -0.023
C 1.18931 3.86922 0.88009 0.0 0.3 0.0 -0.073
N 1.56152 2.77344 0.26599 0.0 -0.2 -0.1 0.109
C 2.88095 2.55519 0.10065 0.2 0.0 0.1 -0.114
C 3.86519 3.45650 0.53067 -0.1 0.0 -0.1 -0.144
C 3.43980 4.61751 1.19502 -0.2 0.0 0.0 -0.015
C 5.24712 3.18791 0.25789 0.1 -0.3 -0.2 -0.030
C 5.61917 2.07179 -0.41103 -0.1 0.2 0.1 -0.031
C 4.63945 1.11339 -0.83646 0.2 -0.3 -0.1 -0.146
C 4.97110 -0.08079 -1.51119 -0.3 0.0 0.0 -0.011
C 3.97389 -0.96446 -1.86403 0.2 0.5 0.2 -0.033
C 2.65137 -0.65553 -1.51599 0.1 0.5 0.3 -0.136
N 2.32464 0.45290 -0.87004 0.1 -0.4 -0.5 0.120
C 3.28848 1.33851 -0.56134 -0.2 -0.2 0.1 -0.125
H 1.71979 5.69738 1.87650 0.0 0.1 0.0 0.104
H 0.12994 4.04370 0.95824 -0.1 0.0 0.0 0.080
H 4.17160 5.33630 1.54365 0.0 0.0 0.0 0.111
H 5.98238 3.91033 0.58690 0.1 0.0 0.0 0.107
H 6.66054 1.87705 -0.63124 0.1 0.0 0.0 0.107
H 6.00523 -0.28118 -1.75624 0.1 0.0 0.0 0.108
H 4.18326 -1.87417 -2.40134 0.1 -0.1 -0.1 0.101
H 1.83523 -1.31374 -1.78351 0.0 0.0 0.1 0.079
N -2.03858 2.78502 3.51674 0.6 0.3 0.4 0.114
C -2.22830 1.91932 2.31171 0.1 0.0 -0.2 -0.457
C -3.51885 1.14932 2.48004 -0.2 0.0 -0.3 -0.110
P -0.69313 0.83561 2.30703 0.2 -0.1 -0.1 0.363
O -1.33337 -0.51408 2.94333 -0.1 0.3 0.2 -0.175
O 0.21973 1.49344 3.29521 -0.3 0.3 0.1 -0.314
O -0.18761 0.45104 0.95206 0.2 0.2 0.2 -0.405
P -2.32216 3.15618 0.87900 0.0 -0.3 -0.3 0.343
O -3.86600 3.02263 0.40411 0.0 0.2 0.5 -0.143
O -2.14629 4.47013 1.58439 0.0 0.0 0.3 -0.325
O -1.46527 2.72747 -0.25064 0.0 0.1 0.1 -0.281
H -2.73359 2.59109 4.23560 0.2 0.1 -0.1 0.148
H -2.11124 3.76517 3.11346 0.1 -0.1 0.2 0.102
H -1.04916 2.55135 3.84524 -0.5 0.2 -0.1 0.114
H -3.47814 0.49600 3.35171 0.0 0.0 0.0 0.084
H -3.67668 0.52436 1.60328 0.0 0.5 0.3 0.027
H -4.36965 1.83016 2.55140 0.0 0.0 0.0 0.089
H -0.88880 -1.26985 2.55036 0.2 -0.4 0.0 -0.032
H -3.85122 2.74130 -0.50890 0.0 -0.2 -0.5 0.064
Se 0.83991 -2.37940 0.98119 0.5 0.1 0.0 0.992
C 0.72571 -4.19279 0.44319 0.0 0.1 0.1 -0.624
C 0.59258 -4.51543 -0.90412 0.1 0.0 0.1 -0.112
C 0.50731 -5.84960 -1.25756 0.0 0.1 -0.3 -0.148
N 0.58301 -6.85383 -0.39398 0.0 -0.3 -0.1 0.051
C 0.72520 -6.53634 0.88509 0.0 -0.1 0.3 -0.166
C 0.78037 -5.23888 1.35967 0.0 0.1 -0.1 -0.111
H 0.54895 -3.74588 -1.66084 0.0 0.1 -0.1 0.101
H 0.38172 -6.12278 -2.29775 0.0 0.0 -0.1 0.105
H 0.78399 -7.36721 1.57857 0.0 0.0 0.0 0.099
H 0.85830 -5.04752 2.41923 0.0 0.1 0.1 0.093
O 0.93096 2.47689 -2.27107 0.4 -0.2 0.0 -0.348
O 0.07481 3.04430 -3.06679 -0.3 0.2 -0.3 -0.195
C -2.11752 -2.72428 0.08645 -0.7 0.1 -0.5 -0.122
N -3.13241 -1.73805 -0.24186 0.2 -0.6 0.0 -0.233
C -4.01309 -1.53983 0.87662 -0.1 -0.4 0.3 -0.125
C -2.51928 -0.48530 -0.66812 0.2 0.3 0.3 -0.172
C -1.73279 -0.63635 -1.94691 -0.3 0.1 0.5 -0.237
C -2.23044 -1.48190 -2.93180 0.0 -0.1 -0.2 -0.080
C -1.53886 -1.68176 -4.11059 0.0 0.0 0.0 -0.123
C -0.33479 -1.01152 -4.28826 -0.1 -0.1 0.0 -0.118
C 0.12283 -0.15508 -3.30310 0.0 0.1 -0.1 -0.142
C -0.55241 0.08135 -2.09244 0.7 0.5 0.0 -0.102
H -2.58208 -3.67327 0.35824 0.0 -0.1 0.0 0.099
H -1.49218 -2.40784 0.93758 -0.1 0.1 0.1 -0.006
H -1.46486 -2.88660 -0.76750 -0.1 0.1 0.0 0.057
H -4.53362 -2.47006 1.10841 -0.1 -0.1 0.0 0.085
H -4.75674 -0.77943 0.63606 -0.1 0.0 -0.1 0.089
H -3.47725 -1.22385 1.78753 -0.1 -0.3 -0.2 0.062
H -1.84007 -0.08844 0.11729 -0.6 -0.3 -0.7 0.082
H -3.32273 0.24779 -0.80146 -0.1 0.0 -0.1 0.122
H -3.16273 -1.99660 -2.75466 -0.2 -0.1 0.0 0.100
H -1.93035 -2.34190 -4.87313 0.0 -0.1 -0.1 0.082
H 0.23398 -1.14096 -5.19693 0.1 0.0 -0.2 0.084
H 1.04350 0.37848 -3.49153 0.1 0.1 -0.1 0.081